(1)
Computed, not measured: 2 unconnected molecules or ions with the total composition C2HIN2O2 in a non-equilibrium geometry, with wB97M-V/def2-TZVPD.

Geometry as XYZ:
```
8
Properties=species:S:1:pos:R:3:mulliken_charge:R:1
O -1.188 1.072 2.133 -0.585
N -0.372 1.264 1.279 0.432
C 0.341 0.988 0.370 -0.108
I 1.850 1.686 -0.864 0.255
C -0.500 -0.641 -0.787 -0.265
N 0.228 -1.611 -0.768 0.419
O 1.132 -2.294 -0.437 -0.541
H -1.490 -0.465 -0.927 0.393
```

The calculation puts the molecular weight at 211.95 g mol⁻¹. The energy relative to the best compared isomer or geometry (same formula, charge and spin) comes out at 4.914 eV. The value obtained for the lowest unoccupied orbital energy is -1.227 eV. For the frontier orbital gap, the calculation gives 7.7 eV.


(2)
Computed, not measured: a molecular structure, C2HIN2S2 in a non-equilibrium geometry, with wB97M-V/def2-TZVPD.

Geometry as XYZ:
```
8
Properties=species:S:1:pos:R:3:mulliken_charge:R:1
C 0.864 -0.901 -0.721 -0.082
C 1.360 0.686 -2.960 0.409
N 1.375 -0.212 -3.671 -0.318
N 0.304 0.100 -0.048 -0.172
S 1.402 2.078 -2.034 -0.074
S -0.282 1.546 -0.813 0.004
I 1.792 -2.127 0.637 -0.006
H 0.585 0.166 1.009 0.239
```

The calculation puts the molecular weight at 244.08 g mol⁻¹. The energy relative to the best compared isomer or geometry (same formula, charge and spin) comes out at 0.479 eV. The value obtained for the lowest unoccupied orbital energy is -1.125 eV. For the frontier orbital gap, the calculation gives 7.8 eV.


(3)
Computed, not measured: a molecular structure, C2HIrO3 in a non-equilibrium geometry, with wB97M-V/def2-TZVPD.

Geometry as XYZ:
```
7
Properties=species:S:1:pos:R:3:mulliken_charge:R:1
O -0.365 0.464 -1.630 -0.245
O 1.263 0.086 1.386 -0.336
O -0.976 -0.601 0.211 -0.466
C 1.223 0.563 0.225 0.364
C -0.198 0.157 -0.387 0.761
Ir -0.265 -0.944 1.945 1.492
H -1.154 0.022 -2.001 0.431
```

The calculation puts the molecular weight at 265.24 g mol⁻¹. Its expectation value of S² is 6.009. The energy relative to the best compared isomer or geometry (same formula, charge and spin) comes out at 0.000 eV. The total charge is +2. The value obtained for the lowest unoccupied orbital energy (alpha / beta) is -12.789 / -13.917 eV. For the frontier orbital gap (alpha / beta), the calculation gives 8.0 / 8.2 eV. Its multiplicity is 5.


Short version: electronic energy = -17258.6156, -34837.8993, -11042.4109 eV, in the order given.